1.
15
Properties=species:S:1:pos:R:3:forces:R:3 method="wB97M-V/def2-TZVPD" relative_energy_kcal_mol=0.00
C 2.659 -0.334 -0.673 -0.7412 -0.8937 1.8915
C 1.437 0.194 -0.768 -1.5028 -1.1132 1.5782
C -1.684 0.164 -1.302 4.4695 -0.3390 -0.3601
C -0.709 -0.325 1.789 -1.6882 -1.4378 1.0615
F 0.004 -2.152 -0.131 -0.0730 -0.7035 -0.1378
Si -0.211 -0.578 -0.004 -0.6984 1.3376 -2.2885
H 3.464 0.321 -0.790 1.4831 0.7727 -0.9236
H 2.965 -1.277 -0.123 -0.9468 0.9050 -1.0435
H 1.296 1.213 -1.108 0.3545 0.1087 -0.2671
H -1.431 -0.367 -2.351 -1.0072 1.2513 2.4233
H -2.664 0.014 -0.872 -0.2612 0.2411 -0.3861
H -1.268 1.268 -1.359 -1.4527 -1.9881 -0.0113
H -1.866 -0.290 1.887 1.7566 -0.2143 -0.4679
H -0.402 -1.186 2.518 -0.1925 1.6493 -1.4485
H -0.422 0.635 2.172 0.5002 0.4238 0.3799

***

2.
192
Properties=species:S:1:pos:R:3:forces:R:3 method="wB97M-V/def2-TZVPD" charge=+2 e_tot_ha=-3749.98327
C 2.937 1.017 -4.727 0.0955 -0.3639 0.4038
C 2.566 -0.091 -3.683 -1.3530 2.2652 0.6323
O 1.505 -0.039 -3.098 2.5725 -1.4987 -1.0701
N 3.671 -1.126 -3.253 -0.9882 -1.2241 -0.6732
H 4.453 -1.174 -3.891 -0.1493 -0.2642 -1.1239
H 4.185 -0.783 -2.454 0.2465 1.4869 2.3517
C 3.142 -2.514 -2.765 0.4432 1.5756 -0.1154
H 2.504 1.986 -4.479 0.0050 -0.1450 1.1905
H 2.407 0.931 -5.676 0.3416 -1.0671 -0.2503
H 4.001 1.207 -4.865 -0.0311 -0.4616 -0.1215
H 2.695 -2.217 -1.816 -0.8218 -0.4085 -0.3737
H 3.924 -3.216 -2.474 0.5296 0.4957 -0.4643
H 2.558 -2.942 -3.579 -0.3710 0.1349 0.4789
C -0.553 -3.017 -1.946 0.4903 -0.6939 -0.1420
C 0.421 -4.027 -1.373 2.0247 0.5650 5.9674
O 1.261 -3.752 -0.425 -4.0345 -1.8216 -5.6619
N 0.188 -5.556 -1.719 1.5109 1.8385 0.2293
H -0.780 -5.798 -1.561 -1.5253 -0.3992 1.5652
H 0.238 -5.603 -2.727 0.3713 -0.0989 -0.6035
C 1.180 -6.587 -1.127 -1.2360 1.7637 -0.0954
H -0.059 -2.046 -1.988 0.1298 -0.1206 -0.4879
H -1.414 -2.851 -1.298 0.1101 -0.5782 0.6807
H -1.020 -3.368 -2.866 0.3698 0.2250 -0.2795
H 0.950 -6.786 -0.080 -0.5957 -0.1222 -0.3273
H 2.101 -6.004 -1.119 0.4275 -0.8507 -0.5690
H 0.989 -7.427 -1.794 0.9126 -0.2023 0.4196
C -6.178 -1.526 3.567 0.6250 1.5394 -0.5850
C -6.565 -1.942 2.116 -0.2201 -0.6691 1.0054
C -5.488 -1.822 1.043 -0.7480 0.5806 0.3394
N -5.992 -2.227 -0.333 1.5366 -2.2305 -2.6242
C -4.712 -2.190 -1.264 -0.1547 -0.1563 -0.6040
C -4.918 -2.805 -2.651 -0.6423 -0.8369 -0.0330
C -5.378 -4.292 -2.597 -0.9076 1.0964 0.9675
C -6.651 -4.406 -1.696 0.6443 0.8800 -0.2994
C -6.430 -3.725 -0.288 0.4513 0.0646 -0.4954
C -7.068 -1.355 -0.974 0.9121 0.2438 2.0323
H -6.968 -1.539 4.318 -0.2484 -0.6404 -0.4123
H -5.898 -0.472 3.586 0.0510 0.2804 -0.2372
H -5.286 -1.992 3.987 -0.1522 -0.5779 -0.2382
H -7.470 -1.440 1.772 -0.0178 0.2015 0.2920
H -6.816 -2.997 2.227 -0.1736 -0.1147 -0.2865
H -4.659 -2.476 1.315 0.1024 -0.0534 -0.3947
H -5.116 -0.805 0.917 0.0429 0.1385 0.0626
H -3.886 -2.780 -0.868 -0.3228 0.0076 1.0408
H -4.411 -1.147 -1.362 -0.2194 0.1918 0.2846
H -4.002 -2.865 -3.239 0.4459 0.6483 0.3788
H -5.584 -2.169 -3.234 -0.2223 -0.2346 -0.1359
H -4.620 -4.924 -2.135 0.3099 0.1386 -0.0105
H -5.522 -4.639 -3.620 -0.3284 -0.1348 0.1346
H -6.944 -5.455 -1.682 0.0888 0.0040 0.8867
H -7.505 -3.932 -2.180 0.0021 0.2763 -0.0657
H -5.583 -4.134 0.264 -0.1107 -0.6094 -0.1842
H -7.305 -3.787 0.359 -0.0258 0.0372 -0.2957
H -7.266 -1.517 -2.034 0.2861 -0.4431 0.3638
H -6.656 -0.358 -0.823 -0.4796 0.2681 -0.2952
H -7.919 -1.553 -0.321 -0.3325 0.3829 -0.5210
C 1.927 3.221 4.671 -0.0909 1.6402 -0.5365
C 3.117 4.040 4.079 0.5087 -0.7270 0.1721
C 3.068 4.176 2.535 1.1496 -0.0867 0.0368
N 4.059 5.174 1.879 0.9621 0.6480 -0.3246
C 3.399 6.617 2.017 0.5339 -0.9734 0.8202
C 4.307 7.753 1.666 1.3117 -0.5719 -0.2540
C 5.665 7.630 2.397 -0.3846 -0.4469 -0.6045
C 6.345 6.256 2.187 0.0499 1.3554 -0.9257
C 5.479 5.082 2.567 -1.2560 0.3056 0.3958
C 4.270 4.833 0.375 -0.6125 0.5166 1.3887
H 1.962 3.187 5.760 0.3036 -0.2806 -0.1336
H 1.785 2.226 4.250 0.2737 0.0395 0.1128
H 1.045 3.824 4.457 -0.4064 -0.2525 -0.0591
H 4.020 3.493 4.350 0.1748 -0.2245 -0.2807
H 3.294 4.978 4.606 -0.7134 0.2851 -0.0706
H 2.091 4.455 2.142 -0.0218 -0.1140 0.0505
H 3.415 3.215 2.155 -0.4125 -0.1685 -0.3339
H 3.198 6.679 3.086 -0.4621 -0.1319 -0.0364
H 2.493 6.619 1.411 -0.0465 -0.3082 0.1370
H 3.931 8.733 1.960 -0.6174 -0.2499 -0.1891
H 4.445 7.735 0.585 0.1489 0.3536 -0.0938
H 5.471 7.839 3.449 0.3691 0.1146 0.1157
H 6.283 8.390 1.921 0.2746 0.0867 0.5909
H 7.365 6.269 2.569 -0.2871 -0.4190 0.9374
H 6.619 6.269 1.132 -0.4339 -0.5230 -0.4239
H 5.242 5.039 3.630 0.2259 0.4788 -0.0077
H 5.934 4.111 2.370 -0.2979 -0.0287 -0.5489
H 4.861 5.610 -0.111 -0.1638 0.0509 0.2724
H 3.265 4.829 -0.046 0.1542 -0.3237 -0.3864
H 4.827 3.897 0.324 -0.4466 -0.1209 -0.0201
C -1.344 -2.895 2.366 0.0678 0.8044 -0.3017
C -1.508 -1.453 1.771 -0.6370 -1.5099 -0.1624
C -0.302 -0.578 2.013 -0.6905 -0.8880 -0.4818
N -0.351 0.757 1.262 1.7197 0.7656 0.3686
C -1.375 1.749 1.865 0.4587 -1.2479 -1.7536
C -0.542 0.596 -0.251 -0.3521 1.0568 -0.3673
C 0.053 1.896 -0.933 -1.2641 -1.3573 0.6908
C 1.244 2.183 -0.091 1.1052 -0.5861 -0.6615
C 1.053 1.465 1.248 0.3284 0.6305 0.7388
H -1.227 -2.861 3.449 -0.0020 -0.0602 0.0297
H -0.516 -3.436 1.908 0.2932 0.0749 0.0152
H -2.224 -3.477 2.094 -0.0328 0.0813 0.2037
H -2.434 -1.105 2.229 0.0842 0.5839 -0.1425
H -1.676 -1.607 0.705 -0.2175 0.2303 -0.1887
H 0.542 -1.161 1.645 0.3126 0.4584 -0.1825
H -0.252 -0.580 3.102 0.5048 1.3676 0.2337
H -1.219 2.610 1.215 -0.2268 0.4482 0.7439
H -1.206 1.857 2.937 0.1329 0.1085 -0.2484
H -2.349 1.340 1.597 -0.1380 0.1279 0.3256
H -1.599 0.467 -0.482 -0.0618 -0.1303 0.1369
H 0.059 -0.258 -0.563 -0.0165 -0.1275 0.1944
H -0.662 2.719 -0.921 -0.1075 -0.1468 -0.3436
H 0.451 1.646 -1.917 -0.8555 0.2111 -0.1924
H 1.535 3.225 -0.225 -0.2743 0.2440 0.9632
H 2.042 1.661 -0.618 0.4761 -0.0996 0.3906
H 1.162 2.145 2.093 -0.5963 -0.1609 0.1526
H 1.879 0.763 1.365 -0.4087 -0.4378 -0.0602
C 2.679 -0.986 3.582 0.1897 -0.3652 1.0392
C 3.107 -2.045 2.574 0.6592 -0.8299 -0.3188
C 3.874 -3.194 3.333 -1.5862 -0.3375 -0.2912
N 4.026 -4.548 2.587 0.4593 2.1464 -1.8259
C 4.965 -4.334 1.345 -0.0217 -0.1755 1.8092
C 2.620 -5.075 2.145 0.4401 0.0218 -0.1299
C 2.701 -6.559 2.372 0.8286 0.3103 1.9169
C 3.444 -6.629 3.690 2.0440 1.1511 0.6799
C 4.639 -5.608 3.494 -1.4423 -0.7890 -1.2329
H 2.140 -0.118 3.202 0.5116 -0.1675 -0.1918
H 3.561 -0.704 4.155 0.2242 0.6512 -0.3670
H 2.068 -1.356 4.405 -0.5439 -0.4495 -0.2541
H 3.717 -1.610 1.782 0.5487 0.2897 0.2859
H 2.309 -2.455 1.956 -0.5326 -0.2883 0.4877
H 3.243 -3.532 4.155 -0.0435 0.4036 0.3164
H 4.818 -2.870 3.770 0.1806 -0.1750 -0.4391
H 4.711 -3.446 0.766 -0.6840 -0.5080 -0.1957
H 5.077 -5.306 0.865 -0.4310 0.3381 -0.5014
H 5.958 -4.094 1.726 -0.0228 -0.0839 0.3718
H 2.360 -4.883 1.104 0.5545 0.6704 0.2023
H 1.899 -4.571 2.788 -0.0387 -0.2000 0.0132
H 3.461 -7.009 1.733 -0.9388 -0.4102 -0.9574
H 1.744 -7.043 2.566 0.0186 -0.1742 -1.0074
H 3.908 -7.605 3.830 -0.4434 -0.0171 0.5565
H 2.887 -6.238 4.541 -0.2799 -0.6243 0.0770
H 5.372 -6.038 2.811 0.4073 -0.3092 0.7811
H 5.056 -5.173 4.402 -0.0062 -0.0458 -0.2634
C -2.195 -0.467 -3.902 -2.1939 0.2541 -0.4787
C -1.650 0.862 -4.416 1.8401 -0.9111 0.1208
C -2.337 2.132 -4.048 -0.0985 1.5336 -0.5954
N -1.660 3.425 -4.758 -0.2466 0.1125 0.8636
C -0.071 3.344 -4.822 -2.6637 0.6963 0.8621
C -2.169 4.660 -3.968 1.4973 0.5243 0.7860
C -3.522 5.093 -4.447 -0.1289 -0.9227 -0.1223
C -3.583 4.513 -5.860 0.7528 0.9122 -0.7949
C -2.276 3.711 -6.148 -0.9646 -1.8313 1.7637
H -3.159 -0.535 -4.406 -0.3502 -0.4849 0.0955
H -2.472 -0.532 -2.850 0.4045 0.3879 0.2182
H -1.671 -1.377 -4.193 0.5165 0.4116 -0.1179
H -1.606 0.808 -5.503 0.0462 -0.1328 -0.1700
H -0.619 0.852 -4.062 0.2102 0.5942 -0.0860
H -2.397 2.344 -2.980 0.3807 0.0086 0.0098
H -3.369 2.147 -4.400 -0.0628 0.0147 -0.0849
H 0.229 4.289 -5.275 0.1766 -0.2893 -0.1486
H 0.199 2.435 -5.360 0.0004 0.3480 0.0195
H 0.216 3.371 -3.771 0.4205 -0.1695 -0.0512
H -1.483 5.476 -4.198 0.3889 -0.1815 -0.0029
H -2.117 4.501 -2.891 0.1906 -0.2945 -0.1044
H -3.624 6.178 -4.436 0.1150 -0.1471 0.1041
H -4.339 4.660 -3.870 0.1730 0.1340 0.2487
H -3.501 5.337 -6.568 -0.7770 -0.1033 -0.1942
H -4.548 4.006 -5.896 0.4552 -0.3854 -0.9054
H -1.525 4.185 -6.780 -0.2592 0.0829 0.1604
H -2.501 2.690 -6.457 0.0586 0.2365 -0.8861
O -4.921 3.192 -1.442 0.8008 3.4114 0.6715
C -4.726 1.928 -1.313 4.1545 -4.2347 5.3287
O -5.385 1.289 -2.143 -0.9896 -2.7578 -1.8092
O -3.941 1.464 -0.423 -0.3848 0.0708 -0.8173
H -5.383 2.754 -2.160 -3.0712 2.9567 -3.4892
O 6.316 0.209 0.341 1.5577 -0.7366 -0.2383
C 5.016 0.314 0.233 -3.0276 1.3766 -1.5263
O 4.462 0.945 1.141 -0.6822 0.5052 1.7797
O 4.399 -0.017 -0.801 -0.1545 -1.9295 -2.0452
H 6.260 0.763 1.123 1.7844 0.3347 1.1770
O -2.567 -0.075 6.083 -2.6820 1.1353 -0.3476
C -1.405 -0.620 6.347 2.5897 -3.7775 0.9032
O -1.267 -1.681 6.937 -2.1282 -1.7751 1.7047
O -0.406 -0.117 5.856 2.8210 3.8208 -2.9223
H -2.260 0.647 5.529 -0.3954 0.5561 -0.1042
O -3.501 -6.302 1.264 -0.3492 -0.1446 0.6440
C -2.546 -6.109 0.377 2.3095 -2.4913 -2.0792
O -1.813 -7.013 -0.019 1.0491 -1.2471 -0.3043
O -2.477 -4.947 -0.065 0.2061 3.0508 -1.0154
H -3.585 -5.353 1.145 -2.4287 1.4144 1.8052
O 0.119 6.633 -0.738 -1.5611 -1.0288 1.3300
C 0.835 6.273 -1.803 3.9279 1.5556 -2.0529
O 1.300 5.129 -1.966 -1.0068 -1.4186 0.5269
O 1.196 7.300 -2.466 -0.8449 -0.8438 -0.4265
H 0.013 7.526 -1.072 -0.4837 1.0931 0.7033

***

3.
18
Properties=species:S:1:pos:R:3:forces:R:3 method="wB97M-V/def2-TZVPD" relative_energy_kcal_mol=89.61
C -1.536 0.177 -0.569 -0.9460 -0.4621 -0.0086
C 1.349 -0.209 1.457 -0.2244 2.3415 -1.3651
N -2.653 0.185 0.269 -0.2037 0.3231 0.0872
C -0.082 -0.304 1.275 -1.4696 1.4467 -1.4549
C 1.741 0.303 0.022 4.3465 -2.1109 0.6554
C -1.612 -0.006 -1.901 0.0921 0.2353 0.6133
C 2.006 -0.530 -1.022 -0.3480 0.9577 0.8424
N -0.306 0.131 0.062 -1.6454 -1.5031 1.9820
N 1.917 -0.084 2.582 -0.0599 -0.4026 -0.3501
H -2.558 0.768 1.092 -0.1292 -0.0033 -0.2104
H -3.535 0.317 -0.207 0.0610 0.0580 0.1190
H 2.863 0.291 2.515 0.1010 -0.2174 -0.2156
H -0.780 -0.323 2.110 -0.2544 -0.8271 -0.2165
H 2.369 1.184 0.115 0.1748 0.2820 -0.0611
H -0.735 -0.254 -2.468 0.2189 0.2300 -0.0901
H -2.568 0.007 -2.401 -0.0734 -0.0989 -0.0139
H 2.829 -0.340 -1.689 -0.1949 0.2560 -0.4464
H 1.290 -1.313 -1.242 0.5546 -0.5050 0.1333

***

4.
59
Properties=species:S:1:pos:R:3:forces:R:3 method="wB97M-V/def2-TZVPD" charge=-2 e_tot_ha=-2891.91218 s2=6.12 multiplicity=5
C -0.729 5.460 -0.171 0.0630 0.0479 -0.0365
C -0.454 3.974 -0.117 0.5987 -0.6010 0.2981
O 0.554 3.724 0.891 -0.3729 0.9009 -0.4654
P 1.562 2.475 0.856 -1.6686 -3.0053 0.4010
C 0.606 1.060 1.393 2.2578 2.7799 0.6450
C -0.490 1.389 2.176 -2.2936 0.1074 1.9819
N -1.479 1.568 2.817 2.1041 -0.0917 -1.5141
O 2.259 2.234 -0.430 0.4349 1.0203 0.1431
O 2.519 2.898 2.088 0.7818 1.7984 0.2709
C 3.069 4.266 2.114 -0.3705 -1.1208 -0.4601
C 4.228 4.326 3.075 0.1765 -0.0400 0.1147
H -1.538 5.636 -0.879 -0.1043 0.0766 -0.0462
H -1.029 5.854 0.803 0.0340 -0.1133 -0.0421
H 0.150 6.010 -0.520 -0.0353 -0.0710 0.0910
H -1.356 3.405 0.153 0.2559 0.1180 -0.0567
H -0.072 3.620 -1.086 -0.1654 0.0167 0.2210
H 1.215 0.205 1.704 -0.3269 0.3030 -0.2051
H 3.405 4.501 1.094 -0.1178 0.1242 0.2276
H 2.286 4.972 2.423 0.0544 -0.2680 -0.2000
H 4.645 5.335 3.052 0.0423 0.0720 0.0417
H 3.913 4.117 4.101 0.0022 -0.0829 -0.1249
H 5.023 3.631 2.793 -0.1520 -0.0131 0.0364
C 3.724 -3.106 -4.360 -0.6466 1.1050 0.2438
O 3.048 -1.858 -4.104 0.9673 -0.9846 -1.1824
C 2.260 -1.748 -3.003 -0.7291 -0.2479 1.5518
C 1.677 -0.474 -2.784 0.7684 -0.7270 -0.6063
C 0.951 -0.246 -1.656 -0.4745 -0.0225 0.1658
C 0.703 -1.266 -0.707 -0.2887 0.0643 0.5255
C -0.225 -0.937 0.351 -1.5524 -1.3641 -2.1048
C -0.954 -1.996 1.018 0.6612 -0.7738 1.1213
C -1.823 -1.831 2.179 1.4870 -0.0831 0.9934
C -2.538 -3.051 2.416 1.4941 -0.9762 1.1779
C -2.135 -4.013 1.400 1.3530 -0.7193 1.1293
C -1.199 -3.359 0.521 2.0278 -0.6105 1.2149
Fe -2.889 -2.404 0.585 -0.1050 0.5703 -0.2376
C -3.320 -2.032 -1.324 -1.7242 0.5487 -0.6448
C -3.535 -0.868 -0.468 -1.5003 0.1327 -1.0479
C -4.476 -1.253 0.579 -1.4922 0.4759 -1.4393
C -4.849 -2.646 0.361 -1.1910 0.8024 -1.2163
C -4.138 -3.122 -0.814 -1.2505 1.0096 -0.8607
C 1.324 -2.537 -0.915 -0.4386 0.3427 0.2958
C 2.054 -2.793 -2.063 0.5388 0.8674 -1.0445
H 4.246 -2.921 -5.298 0.0371 -0.2179 0.0501
H 4.445 -3.342 -3.565 -0.1656 0.0242 -0.0692
H 3.009 -3.933 -4.475 0.1295 0.1198 0.0285
H 1.837 0.313 -3.522 0.0600 -0.1915 0.1728
H 0.498 0.731 -1.483 0.2183 -0.3134 -0.0315
H -0.804 -0.007 0.185 0.6424 -1.0831 0.1848
H -1.794 -0.933 2.796 -0.3788 -0.2828 -0.2933
H -3.205 -3.248 3.246 0.0100 0.0400 -0.1402
H -2.430 -5.052 1.329 -0.1542 0.1235 0.0046
H -0.709 -3.780 -0.347 -0.4156 -0.0645 0.1483
H -2.747 -2.051 -2.241 0.1446 -0.0152 0.2133
H -3.135 0.125 -0.638 0.0571 -0.2417 0.1780
H -4.891 -0.596 1.339 0.2963 -0.1973 -0.1078
H -5.611 -3.199 0.897 0.2070 0.0256 0.0998
H -4.291 -4.078 -1.299 0.2074 -0.0310 0.1858
H 1.173 -3.360 -0.212 0.0882 0.5276 -0.1529
H 2.465 -3.792 -2.250 -0.0866 0.4095 0.1729

***

5.
36
Properties=species:S:1:pos:R:3:forces:R:3 method="wB97M-V/def2-TZVPD" charge=-1 relative_energy_kcal_mol=18.12 s2=1.10 multiplicity=2
Ti -0.995 -0.113 -1.340 0.7612 -0.1496 -0.7349
O -4.301 -0.507 -3.217 -0.0960 -0.0374 -0.0201
S -3.218 -0.424 -2.287 0.2486 0.2036 -0.1144
O -3.515 -0.491 -0.853 -0.3318 -0.0163 0.0759
O -2.400 0.895 -2.434 0.0261 -0.4249 0.1889
O -2.115 -1.462 -2.512 -0.1112 0.3103 0.1508
C -0.254 3.626 0.858 -0.0573 -0.0162 -0.1583
C 0.191 3.145 2.111 0.0340 0.0513 0.0762
C 0.230 1.803 2.353 -0.0527 0.0658 -0.0505
C -0.166 0.889 1.341 0.0891 -0.2054 0.2111
N -0.568 1.377 0.123 -0.2211 -0.0117 -0.2072
C -0.622 2.700 -0.086 0.0350 -0.1116 0.1461
C -0.193 -0.523 1.485 -0.0066 0.1554 0.2319
C 0.095 -1.216 2.692 0.0504 0.0352 -0.0945
C 0.004 -2.574 2.736 0.0053 -0.0105 0.0685
C -0.392 -3.296 1.581 0.0121 -0.0852 -0.0663
C -0.671 -2.588 0.444 0.0362 0.2333 0.1611
N -0.575 -1.247 0.379 -0.1099 -0.0042 -0.1078
H -0.319 4.678 0.622 0.0368 0.0217 0.1014
H 0.497 3.837 2.886 -0.0093 0.0219 -0.0162
H 0.562 1.441 3.317 0.0010 -0.0382 -0.0192
H -0.987 2.997 -1.063 -0.0022 0.0282 -0.0049
H 0.378 -0.658 3.574 0.0081 -0.0190 0.0066
H 0.221 -3.089 3.664 -0.0126 -0.0556 -0.0308
H -0.490 -4.372 1.579 0.0220 0.0050 0.0635
H -0.996 -3.074 -0.469 -0.0087 0.0033 -0.0221
C 2.432 -1.374 -1.004 0.1148 -0.0243 0.0442
O 1.405 -1.302 -1.975 -0.1288 0.0877 0.0751
C 0.816 -0.024 -2.081 -0.3040 -0.0023 0.1527
C 1.767 1.067 -2.465 0.1267 0.1305 -0.0990
H 2.105 -0.947 -0.050 -0.0394 -0.0105 -0.0072
H 3.335 -0.845 -1.329 -0.0122 -0.0004 -0.0237
H 2.675 -2.427 -0.856 -0.0116 -0.0001 -0.0318
H 2.510 0.718 -3.194 -0.0235 -0.0338 -0.0022
H 2.317 1.480 -1.606 -0.0017 -0.0625 0.0170
H 1.236 1.905 -2.922 -0.0667 -0.0334 0.0402